# C27H48BrFIO11P

A 6-piece molecular cluster, C27H48BrFIO11P overall (the ωB97M-V functional and the def2-TZVPD basis, the Open Molecules 2025 dataset).

```
! wB97M-V def2-TZVPD RIJCOSX def2/J DEFGRID3
* xyz 0 1
H -2.3252 -2.0245 7.1834
C 0.3806 -4.7090 -1.7721
C 1.0320 -2.4522 -0.2658
Br 3.6842 -2.4645 2.1942
C 2.0811 2.3805 2.4448
H -4.7814 -1.7702 6.8542
H -3.9452 7.1488 2.0518
H 0.0009 2.3314 3.0689
H 3.3298 -1.8080 -5.6683
H -2.3898 1.0177 4.3689
O 0.0353 -1.4084 2.5991
C 1.7955 -2.8214 -1.3658
H 4.5007 0.2029 -3.6639
H 2.0816 -4.1628 -2.9970
H -1.2199 -4.9838 -0.3680
H -0.9793 -0.8312 -3.6818
H 4.0260 -0.8942 -7.3264
O -0.7696 -3.7316 -5.1444
C 2.4826 0.5179 -6.6527
C -4.0769 -1.2315 6.2233
H -1.5574 1.3940 -6.3271
H 2.1870 3.4522 2.6124
C -1.1627 0.3788 -6.3615
O 0.4331 0.6375 1.9388
O -5.0978 1.7507 4.6698
C 1.4765 -3.9330 -2.1296
C -3.2387 0.4258 4.0204
P 4.3532 -3.3745 0.1561
H -3.5472 3.4220 5.5681
H -2.9605 -0.6244 4.0229
C 4.6094 -0.5549 -4.4411
H -0.8776 0.1523 -7.3890
O -4.7223 0.0205 5.9591
H -0.0994 -0.4962 4.9795
H 1.5843 -0.1309 4.5941
H 0.1249 -5.5669 -2.3800
O 1.6565 1.3150 -7.0037
H -2.9088 -0.4995 7.8704
F 5.8007 -3.5007 0.7547
C -2.7576 -1.0529 6.9439
O -1.2021 3.3762 4.6148
H 0.5950 -1.4333 -4.2174
H -4.2382 4.5002 4.3795
H 4.7742 -1.5128 -1.3154
H -3.9681 4.6654 2.3943
H -0.6210 -2.9476 0.9683
C -0.0522 -3.2420 0.0966
O 2.4220 0.0475 -5.3899
C -0.3745 -4.3685 -0.6520
C 0.6236 2.0345 2.2309
C -4.4329 0.7705 4.8817
H -2.2217 7.1903 2.4574
H -2.0399 -0.4989 6.3383
C -3.0366 5.2133 2.2512
I 5.2551 -4.5353 -1.9372
C -1.0028 -2.5573 -5.0387
C -0.4123 -1.7248 -3.9272
H -2.7728 5.1254 1.1988
H -3.1773 5.1491 5.6447
O -1.9621 4.5591 2.9420
H 2.4982 1.8568 3.3056
H 5.1612 -1.4043 -4.0364
C 0.3000 -0.2764 2.9143
H 3.5020 -4.4459 0.3650
H -2.5362 -0.3940 -4.8647
C -2.1087 4.0378 4.1723
C 3.8739 -1.8468 -0.7948
H 5.1981 -0.1172 -5.2479
H -3.4661 0.7177 2.9981
H 2.6707 2.1025 1.5702
H -0.2605 0.3492 -5.7514
C 3.6094 0.0813 -7.5603
H 1.2832 -1.5626 0.2991
H 2.7039 -1.4404 -4.0747
O 2.8882 -2.0497 -1.7637
H -0.3590 -2.3433 -3.0370
C 0.5493 0.1114 4.3529
H 0.3660 1.1589 4.5768
O -1.7582 -1.9670 -5.9867
H 3.5505 -1.0990 -0.0712
H -3.0885 -0.5675 -6.5175
H -3.4084 6.7854 3.6953
H 3.2288 0.0604 -8.5779
H -3.9689 -1.8070 5.3035
H 4.4021 0.8267 -7.5021
C -3.3510 4.3076 4.9739
C -2.2054 -0.6094 -5.8816
C -3.1621 6.6704 2.6399
H 0.2429 2.5556 1.3539
C 3.2507 -1.0231 -4.9144
*
```

Properties
- HOMO level (eV) = -9.20


# C4H7NO2

An isolated ion of composition C4H7NO2 and charge +1 at a distorted geometry (the ωB97M-V functional and the def2-TZVPD basis, the Open Molecules 2025 dataset).

```
! wB97M-V def2-TZVPD RIJCOSX def2/J DEFGRID3
* xyz 1 2
H 0.6984 -0.1440 1.4742
H 0.3916 1.3331 0.6809
C -1.5730 -0.0884 -0.7509
H -1.7544 -0.0838 1.2845
H 2.9198 1.3351 0.3020
O -2.1362 -0.1078 -1.8288
C 2.3233 0.3537 0.2554
H 0.2271 -1.5012 -0.4887
O 3.0317 -0.6931 0.1508
N -2.1993 -0.0854 0.4609
C 0.0593 -0.4300 -0.6938
H -3.1406 -0.2525 0.3504
C 0.7437 0.2978 0.4844
H 0.4086 0.0666 -1.6814
*
```

Properties
- energy relative to the best compared isomer or geometry (same formula, charge and spin) (eV) = 1.162
- HOMO level (alpha / beta) (eV) = -14.71 / -14.14


# C4H8O3

A 2-piece molecular cluster, C4H8O3 overall (the ωB97M-V functional and the def2-TZVPD basis, the Open Molecules 2025 dataset).

```
! wB97M-V def2-TZVPD RIJCOSX def2/J DEFGRID3
* xyz 0 1
C 2.6087 -0.0391 0.4603
H -1.2582 -0.0046 -1.6754
C -0.8124 0.4202 -0.7759
O 1.2743 0.4539 0.3259
O -2.0422 -1.1024 0.6033
O 0.7989 -1.3768 -0.8985
C 0.5148 -0.2753 -0.5065
H -3.3727 -0.1568 -0.7391
H -3.3568 0.4936 -1.0941
H -0.7210 1.5110 -0.8422
H 2.6257 -1.0294 0.9194
H -1.2033 0.5697 1.3808
H 3.1332 0.6913 1.0740
H 3.0515 -0.0992 -0.5361
C -1.4524 -0.0571 0.5062
*
```

Properties
- energy relative to the best compared isomer or geometry (same formula, charge and spin) (eV) = 2.541
- HOMO level (eV) = -10.19


# C4H12N2O2

A 2-piece molecular cluster, C4H12N2O2 overall at a distorted geometry (the ωB97M-V functional and the def2-TZVPD basis, the Open Molecules 2025 dataset).

```
! wB97M-V def2-TZVPD RIJCOSX def2/J DEFGRID3
* xyz 0 1
O 0.9390 -1.8094 0.4845
H -1.8265 -0.2526 0.6816
C -1.1641 0.6003 0.5962
C 0.5858 -1.7277 -0.6693
H -1.1741 3.5406 3.9507
H 0.5873 2.4218 -0.1380
H -0.1638 -3.0023 -2.1090
N -0.0788 -0.6969 -1.3043
H 0.0137 2.9438 3.2659
H -1.7215 1.5031 0.7283
H 1.7245 1.1057 -0.7017
H 0.6364 2.0678 -1.7521
H 0.0917 -0.6567 -2.3008
C -0.4223 0.5652 -0.7214
C 0.7457 1.5615 -0.8060
H -1.2300 1.0738 -1.3793
H 0.5389 -3.6797 -0.8332
O -0.8639 3.2923 3.0722
H -0.7937 0.4832 1.6344
N 0.6130 -2.8806 -1.4799
*
```

Properties
- energy relative to the best compared isomer or geometry (same formula, charge and spin) (eV) = 1.466
- HOMO level (eV) = -9.57


# C10H22N2O4

A 3-piece molecular cluster, C10H22N2O4 overall at a distorted geometry (the ωB97M-V functional and the def2-TZVPD basis, the Open Molecules 2025 dataset).

```
! wB97M-V def2-TZVPD RIJCOSX def2/J DEFGRID3
* xyz 0 1
H -1.0817 1.3853 -0.1999
O -1.9959 1.3965 -3.2717
C 3.6304 1.2428 1.2952
H 5.2950 -1.1907 1.3174
C -1.1928 2.3030 -0.7773
H -1.1309 -0.7636 -1.6467
C -4.6872 -1.0966 2.0650
H 1.2673 3.0632 -0.8619
H 2.8074 1.6742 1.8648
H -2.2709 -2.0269 -1.9235
H -0.6269 -1.6019 0.6573
C -1.5499 -1.9884 0.2251
C -0.7857 1.6223 -3.0656
H 3.7578 1.7450 0.3362
N 3.3740 -0.2551 1.2378
H -0.0551 1.6173 -3.8892
H -4.3320 -0.0671 2.1095
N -0.3084 2.0655 -1.8894
C 4.4285 -1.0723 0.6667
H 2.0991 -1.8369 1.4861
C -1.3933 -1.7728 -1.3291
H -1.4980 -3.0589 0.4241
H -0.6104 -2.3952 -1.7623
C 2.2079 -0.7438 1.5605
O -3.8070 -3.2606 1.6211
H 1.6465 1.4702 -1.3512
O 1.2965 -0.0100 2.0070
O -2.7542 -1.3672 0.6712
H 4.6701 -0.6875 -0.3241
H 1.4402 2.8430 -2.5728
C -3.6314 -2.0441 1.5180
H 4.5525 1.3819 1.8597
H -1.0037 3.2400 -0.2535
H -4.9824 -1.2919 3.0959
C 1.0868 2.3506 -1.6668
H -5.6200 -1.0923 1.5010
H -2.2243 2.2510 -1.1258
H 3.9819 -2.0277 0.3913
*
```

Properties
- energy relative to the best compared isomer or geometry (same formula, charge and spin) (eV) = 1.801
- HOMO level (eV) = -9.24


Computed values of molar mass (unit: g mol⁻¹) for the preceding records, in sequence: 805.5; 101.1; 104.1; 120.2; 234.3.